# 1
{"formula": "C3H9NP2", "method": "wB97M-V/def2-TZVPD", "symbols": ["C", "C", "C", "N", "P", "P", "H", "H", "H", "H", "H", "H", "H", "H", "H"], "xyz": [[1.6148, -1.6668, -0.5122], [-1.6969, -0.2202, 0.7833], [0.2805, 1.1338, -0.6963], [2.9944, 0.8996, 0.0979], [1.6917, -0.0171, -0.1561], [-1.3421, 0.1646, -1.0307], [0.5314, -1.8529, -0.4845], [2.4874, -2.4585, -0.5571], [-2.4175, 0.5721, 1.1228], [-2.0641, -1.2563, 0.9572], [0.0976, 1.8318, 0.2909], [0.6979, 1.5584, -1.6155], [3.6972, 0.2512, 0.4736], [-0.6562, -0.3058, 1.2302], [-2.1498, 1.2968, -0.9962]], "forces_ev_per_a": [[0.32, 0.75, 0.43], [0.72, -0.66, -0.17], [-0.48, -0.81, 2.79], [-1.85, -1.50, 0.17], [2.25, 0.70, -1.03], [0.81, -0.08, 0.57], [0.58, -1.02, -0.37], [-2.22, 1.92, 0.36], [1.14, -0.99, 0.39], [-0.30, 0.84, -0.37], [0.77, -1.29, -2.90], [-0.22, 0.50, 0.47], [0.11, 0.37, -0.16], [-1.43, 0.81, 0.16], [-0.20, 0.47, -0.34]], "mulliken_charge": [-0.5550, -0.8672, -0.6573, -0.6756, 0.4407, 0.0687, 0.1350, 0.2633, 0.3261, 0.2929, 0.3210, 0.4104, 0.2443, 0.2274, 0.0253], "e_above_lowest_ev": 2.6136, "spin_multiplicity": 1, "total_charge": 0, "homo_ev": -8.4}

---

# 2
{"formula": "C14H14BrNO", "method": "wB97M-V/def2-TZVPD", "symbols": ["C", "N", "C", "C", "C", "C", "C", "C", "C", "C", "C", "C", "C", "C", "C", "H", "H", "H", "H", "H", "O", "H", "H", "H", "Br", "H", "H", "H", "H", "H", "H"], "xyz": [[1.5104, 3.9702, 0.7455], [1.6228, 2.6200, 0.1294], [0.5033, 1.9440, 0.0429], [-0.7592, 2.1649, 0.7532], [-1.9093, 1.2167, 0.6262], [-1.9724, 0.1340, 0.0994], [-0.8847, -0.2703, -0.5048], [0.3161, 0.6746, -0.7947], [1.4806, 0.1365, -1.5281], [2.3427, -0.8568, -0.5152], [2.1890, -1.9876, -0.6626], [2.8327, -2.9344, 0.0697], [3.7154, -2.6876, 1.0926], [3.7746, -1.0462, 1.4216], [3.0513, -0.3055, 0.4077], [3.0306, 0.7469, 0.8079], [4.3750, -0.8813, 2.2439], [4.1953, -3.2174, 1.9515], [2.9898, -3.9924, -0.0377], [1.6322, -2.5551, -1.3715], [2.3055, 1.1407, -2.0533], [3.0142, 0.8331, -2.1974], [1.1421, -0.3722, -2.2183], [-0.8647, -1.0123, -1.0643], [-3.4570, -0.7374, -0.2203], [-2.7299, 1.7030, 1.3260], [-0.8273, 2.9274, 1.3463], [2.1499, 2.6262, -0.6606], [0.6589, 4.5856, 0.2637], [2.4883, 4.3550, 0.6120], [1.2339, 4.0646, 1.6765]], "forces_ev_per_a": [[-0.32, -0.23, -6.05], [-0.94, 2.93, 3.68], [-6.47, -5.44, -0.86], [1.44, -6.26, -4.96], [0.66, 15.74, 9.43], [-0.10, -6.87, -3.28], [8.09, 8.12, -0.29], [-2.27, 0.23, 3.99], [3.71, 3.07, 7.87], [-2.93, 18.01, -4.09], [-2.52, -19.47, -3.48], [4.13, -3.37, 3.85], [-0.39, 7.43, 2.47], [-2.72, -5.93, -5.82], [6.10, 3.61, 10.15], [-0.31, -0.71, -1.70], [0.87, 1.55, 1.46], [-0.50, -0.46, -1.66], [-1.64, -0.70, -1.41], [-1.01, 0.71, -1.20], [-15.15, 7.26, 3.05], [15.58, -6.62, -3.29], [-2.97, -5.61, -6.99], [0.17, -7.07, -4.83], [-3.91, -2.40, -0.26], [1.07, -1.40, -1.84], [-0.80, 4.32, 3.43], [1.94, -0.22, -2.56], [1.55, -0.64, -0.08], [0.64, 1.12, -0.10], [-1.01, -0.70, 5.37]], "mulliken_charge": [-1.2964, -0.1674, 0.6936, -1.0216, -0.0177, -0.2882, -0.8589, 0.2465, -1.2654, 0.4911, 0.2350, -0.9072, -0.4088, -0.7267, -0.2116, 0.1898, 0.4623, 0.3380, 0.2763, 0.4003, -0.5025, 0.2100, 1.2158, 0.8324, -0.1938, 0.1348, 0.6626, 0.3026, 0.3267, 0.3865, 0.4619], "e_above_lowest_ev": 11.7989, "spin_multiplicity": 1, "total_charge": 0, "homo_ev": -7.8}

---

# 3
{"formula": "C31H49BN8S2SiY", "method": "wB97M-V/def2-TZVPD", "symbols": ["Y", "C", "C", "C", "C", "C", "N", "N", "B", "N", "N", "C", "C", "C", "C", "C", "N", "N", "C", "C", "C", "C", "C", "H", "H", "H", "H", "H", "H", "H", "H", "H", "H", "H", "H", "H", "H", "H", "H", "H", "H", "H", "H", "H", "H", "S", "C", "S", "C", "C", "N", "C", "N", "C", "C", "C", "C", "Si", "C", "C", "C", "C", "C", "C", "C", "C", "H", "H", "H", "H", "H", "H", "H", "H", "H", "H", "H", "H", "H", "H", "H", "H", "H", "H", "H", "H", "H", "H", "H", "H", "H", "H", "H"], "xyz": [[0.2236, -0.1182, -0.6646], [-2.8745, 2.1125, 0.0496], [-1.6476, 2.8264, -0.3920], [-1.5181, 4.1832, -0.6975], [-0.1991, 4.3540, -1.0706], [0.4983, 5.6030, -1.4969], [0.4054, 3.1582, -0.9829], [-0.4757, 2.2124, -0.5613], [1.8371, 2.7686, -1.3827], [2.5935, 2.1879, -0.1776], [2.3125, 0.9643, 0.3696], [3.2902, 0.7193, 1.2401], [3.4662, -0.5835, 1.9341], [4.1738, 1.8013, 1.3012], [3.7018, 2.7089, 0.3795], [4.2732, 4.0381, 0.0130], [1.8667, 1.7622, -2.5574], [1.9933, 0.4070, -2.3839], [2.2560, -0.1074, -3.5816], [2.5355, -1.5555, -3.8078], [2.2812, 0.9089, -4.5465], [2.0135, 2.0718, -3.8612], [1.8726, 3.4598, -4.3857], [-3.7628, 2.6572, -0.2690], [-2.8998, 2.0254, 1.1346], [-2.9188, 1.1129, -0.3831], [-2.2870, 4.9372, -0.6591], [-0.1990, 6.4379, -1.4525], [0.8769, 5.5273, -2.5167], [1.3449, 5.8316, -0.8489], [2.3867, 3.7725, -1.7309], [2.5267, -1.1013, 2.0553], [3.9077, -0.4397, 2.9203], [4.1343, -1.2274, 1.3565], [5.0497, 1.8980, 1.9222], [5.1279, 4.2503, 0.6535], [3.5436, 4.8384, 0.1418], [4.6054, 4.0597, -1.0257], [2.6340, -2.0919, -2.8675], [3.4634, -1.6575, -4.3737], [1.7351, -2.0328, -4.3742], [2.4515, 0.8034, -5.6055], [1.9931, 3.4556, -5.4672], [2.6145, 4.1354, -3.9555], [0.8809, 3.8578, -4.1603], [-0.1652, -2.3424, -2.0881], [-0.8426, -1.2829, -3.2885], [-1.4156, 0.2570, -2.7412], [-0.8874, -1.6470, -4.6220], [-0.3512, -2.8848, -5.0776], [0.0756, -3.8800, -5.4751], [-1.4278, -0.7812, -5.6152], [-1.8629, -0.1036, -6.4408], [-0.9638, -4.3967, 0.7295], [-0.4431, -3.4079, 1.7875], [-0.6090, -4.0867, 3.1545], [1.0637, -3.3136, 1.5358], [-1.2550, -1.5877, 1.6210], [-3.1869, -1.9417, 1.3693], [-4.0699, -0.7257, 1.6838], [-3.4172, -2.2523, -0.1184], [-3.7752, -3.0904, 2.2037], [-1.0658, -0.6922, 3.3782], [-1.8401, -1.2669, 4.5710], [0.4133, -0.6294, 3.7693], [-1.4895, 0.7788, 3.2216], [-0.3699, -5.3193, 0.7871], [-0.8720, -4.0148, -0.2858], [-2.0034, -4.6807, 0.8806], [-0.1431, -5.0826, 3.1279], [-1.6564, -4.2243, 3.4244], [-0.1308, -3.5294, 3.9622], [1.5149, -4.3158, 1.5312], [1.5693, -2.7440, 2.3109], [1.2942, -2.8675, 0.5597], [-3.7550, 0.1693, 1.1540], [-4.1045, -0.4963, 2.7489], [-5.0996, -0.9428, 1.3678], [-3.1232, -1.4100, -0.7522], [-4.4838, -2.4502, -0.2976], [-2.8534, -3.1166, -0.4676], [-3.6670, -2.9174, 3.2756], [-3.3414, -4.0619, 1.9813], [-4.8520, -3.1682, 1.9940], [-1.5889, -2.3073, 4.7794], [-2.9187, -1.2133, 4.4298], [-1.6060, -0.6852, 5.4750], [0.8646, -1.6096, 3.9355], [0.5269, -0.0563, 4.7005], [0.9927, -0.1063, 3.0050], [-2.5549, 0.8925, 3.0254], [-0.9424, 1.2719, 2.4105], [-1.2686, 1.3304, 4.1469]], "forces_ev_per_a": [[0.20, 0.02, -0.06], [0.03, 0.03, -0.06], [0.03, 0.06, -0.06], [-0.01, 0.04, 0.02], [0.02, -0.01, 0.01], [0.01, 0.03, -0.02], [-0.09, -0.09, 0.01], [-0.11, 0.25, 0.10], [0.05, 0.13, -0.07], [-0.02, -0.02, 0.07], [0.09, 0.16, -0.05], [0.04, 0.01, 0.03], [0.03, -0.06, 0.02], [0.05, -0.01, 0.00], [0.00, -0.03, -0.03], [0.00, 0.03, -0.01], [0.01, -0.06, 0.05], [-0.02, 0.08, 0.03], [0.07, -0.04, -0.09], [0.04, 0.01, 0.06], [-0.08, -0.02, -0.02], [0.02, 0.02, 0.00], [-0.01, 0.03, -0.01], [0.00, 0.01, -0.01], [0.01, 0.01, 0.00], [0.05, 0.02, -0.01], [0.01, -0.01, 0.00], [-0.02, 0.00, 0.00], [0.00, -0.01, 0.02], [0.00, -0.01, 0.01], [0.02, -0.01, 0.02], [-0.11, -0.08, -0.02], [-0.01, 0.01, 0.00], [-0.01, 0.01, 0.01], [-0.03, -0.02, -0.02], [0.01, -0.02, 0.00], [-0.01, -0.01, -0.01], [-0.01, -0.01, 0.02], [0.03, 0.03, -0.01], [-0.01, -0.01, -0.02], [0.20, 0.05, 0.04], [-0.02, -0.01, 0.02], [0.00, -0.02, -0.01], [-0.01, -0.01, 0.01], [0.01, -0.02, 0.00], [-0.02, -0.23, -0.14], [-0.01, 0.00, 0.11], [-0.13, 0.02, -0.22], [0.03, 0.05, 0.10], [-0.19, -0.16, -0.05], [0.03, 0.04, 0.00], [-0.08, 0.06, -0.07], [0.04, -0.01, 0.02], [-0.01, -0.02, 0.03], [-0.02, -0.04, 0.00], [-0.04, -0.03, 0.02], [0.09, 0.00, -0.09], [-0.06, -0.28, 0.26], [-0.05, 0.02, -0.05], [0.00, 0.00, -0.01], [0.01, -0.01, -0.04], [-0.05, 0.01, 0.01], [-0.01, 0.08, 0.00], [0.01, -0.02, 0.03], [0.06, 0.00, 0.03], [0.00, 0.02, 0.01], [0.00, 0.01, 0.00], [0.03, 0.01, 0.02], [0.05, 0.00, -0.02], [-0.01, 0.02, 0.00], [0.01, -0.01, 0.00], [0.03, -0.01, -0.05], [-0.04, 0.01, 0.01], [0.04, 0.05, 0.03], [0.00, 0.02, 0.04], [-0.04, -0.13, 0.07], [0.01, -0.02, 0.06], [0.02, 0.00, 0.01], [-0.02, -0.02, 0.01], [0.03, 0.01, 0.01], [-0.04, 0.03, 0.01], [0.00, 0.01, 0.02], [0.00, 0.04, 0.00], [0.03, 0.00, 0.01], [-0.01, 0.07, -0.01], [-0.06, 0.02, -0.05], [-0.01, -0.01, -0.02], [-0.04, 0.01, -0.01], [-0.01, -0.01, -0.01], [-0.01, -0.01, -0.01], [0.02, -0.02, 0.01], [0.00, -0.02, 0.01], [0.00, -0.02, -0.02]], "mulliken_charge": [-1.0269, -0.8769, 0.1631, -1.7195, 1.0612, -1.2735, 0.3450, 1.6672, -1.1769, 0.0814, 0.8062, 0.3473, -0.8647, -1.7210, 1.1146, -1.3829, 1.5621, -0.9720, 0.6446, -1.3888, -1.2858, 0.9431, -1.3295, 0.3232, 0.1950, -0.1342, 0.5177, 0.3699, 0.1885, 0.1745, -0.1754, -0.3258, 0.3938, 0.3175, 0.4914, 0.3717, 0.1904, 0.2700, 0.2125, 0.4673, 0.1350, 0.4870, 0.4388, 0.2402, 0.1557, -0.6478, 1.2379, -0.7008, 0.4630, -0.2052, -0.6244, -0.1824, -0.6346, -2.0902, 2.7581, -1.9954, -1.7573, 0.6107, 2.8753, -2.0520, -1.5517, -1.8634, 2.7417, -1.8875, -1.9555, -1.8381, 0.5488, 0.0960, 0.3581, 0.5080, 0.2905, 0.3874, 0.5820, 0.3108, 0.2043, 0.0768, 0.3523, 0.5927, 0.0507, 0.5236, 0.3039, 0.2385, 0.2948, 0.5654, 0.2571, 0.2991, 0.5382, 0.3497, 0.5536, 0.0692, 0.3110, 0.0623, 0.5528], "spin_multiplicity": 1, "total_charge": -1, "homo_ev": -4.6}

---

# 4
{"formula": "C19H30N2O3", "method": "wB97M-V/def2-TZVPD", "symbols": ["C", "H", "O", "C", "C", "C", "C", "C", "C", "H", "H", "C", "N", "C", "C", "C", "O", "N", "C", "H", "C", "H", "H", "H", "C", "C", "H", "H", "C", "C", "H", "H", "H", "C", "H", "H", "H", "H", "H", "C", "O", "H", "H", "H", "H", "H", "H", "H", "H", "H", "H", "H", "H", "H"], "xyz": [[-7.6880, 1.5042, -0.1990], [-8.6583, 1.3274, -0.2041], [-6.9879, 0.3227, -0.2259], [-5.7322, 0.1077, -0.3123], [-4.8978, 1.0381, -0.5946], [-3.6112, 0.9091, -0.4639], [-3.1166, -0.4079, -0.2773], [-3.9211, -1.3322, -0.4067], [-5.3124, -1.1248, -0.2993], [-5.9042, -2.0210, -0.0892], [-3.5533, -2.1514, -0.1960], [-1.6467, -0.4257, -0.6267], [-1.0945, -1.5243, 0.4842], [-1.1319, -0.5666, 1.8988], [-0.1379, 0.4842, 1.9277], [0.7436, 0.7504, 1.0224], [0.9626, 1.7446, 0.4869], [1.5358, -0.3039, 0.5407], [1.4675, -1.4883, 0.8772], [2.1662, -2.1708, 0.7300], [-0.0049, -2.1919, 0.3231], [-0.2542, -3.0374, 1.1015], [0.1317, -2.2928, -0.5938], [1.2964, -1.5467, 2.2100], [2.5957, 0.1780, -0.7803], [4.0859, -0.2899, -0.0119], [4.2869, -1.5165, -0.2878], [4.0226, -0.1006, 1.0569], [4.9922, 0.6238, -0.4066], [6.4972, 0.0193, -0.2580], [6.5753, -0.7569, -0.9413], [7.1949, 0.7267, -0.7997], [6.6746, -0.1152, 0.7426], [4.9586, 1.8748, 0.1821], [5.6414, 2.6505, -0.2290], [5.2753, 2.0823, 1.2929], [4.0059, 2.4258, -0.0284], [4.9082, 0.8426, -1.3229], [2.5027, 1.1284, -0.7166], [2.2083, -0.6051, -1.7592], [1.1397, -0.5280, -2.2343], [0.7918, 0.5776, -2.1585], [2.2495, -1.8591, -1.6772], [3.0697, -0.6106, -2.5416], [0.3946, 0.3611, 2.8567], [-0.4995, 1.3719, 2.2296], [-0.9315, -1.5149, 2.6871], [-2.0294, -0.3943, 2.0087], [-0.9982, 0.5388, -0.6743], [-1.4449, -0.9957, -1.3975], [-2.8685, 1.8922, -0.6788], [-5.2707, 2.2695, -0.5558], [-7.3343, 2.0477, -1.3419], [-7.3446, 2.0731, 0.6313]], "forces_ev_per_a": [[6.33, 2.47, -4.41], [-4.35, -0.94, 0.01], [-5.19, -1.94, 1.04], [-3.21, -1.36, -0.28], [0.24, 11.21, 0.03], [5.25, 2.03, -0.70], [7.44, 10.85, -2.62], [-8.97, -0.14, 0.01], [2.15, -5.21, 0.44], [-0.25, 0.66, -0.29], [3.05, -8.90, 1.04], [1.76, -0.61, 6.41], [-7.00, 9.65, 2.17], [7.98, -9.62, -2.04], [-4.38, -2.15, 8.03], [6.82, -6.00, -6.43], [0.29, 8.26, -2.56], [2.19, 10.35, -4.32], [-7.34, -7.21, 6.86], [3.68, -2.64, -1.13], [4.69, -2.39, 10.05], [1.67, 0.00, -1.93], [1.49, -2.38, -8.23], [0.59, -0.19, -3.19], [3.64, -5.72, 11.94], [-6.36, -5.57, -0.16], [-0.48, 3.68, 0.78], [-0.92, -1.04, 0.37], [8.58, -1.80, 1.83], [-1.52, 3.65, -3.27], [-0.03, -2.41, -0.42], [-0.49, -0.14, 1.36], [0.95, -0.72, 2.21], [-0.05, 7.51, 3.82], [0.12, -0.91, -0.53], [-1.12, -1.22, -1.49], [0.24, -0.58, 0.76], [-0.46, 1.06, -7.62], [-0.69, 6.32, -0.41], [12.55, -9.45, -2.45], [-16.39, 7.44, -5.94], [1.03, -4.61, -0.59], [0.90, 2.39, 1.24], [-0.18, 0.59, 0.37], [1.03, -0.74, 0.65], [-2.36, 3.40, 0.43], [-0.23, 2.75, -1.66], [-8.87, 2.51, 0.84], [-1.72, -1.39, 0.30], [0.66, -2.29, -4.65], [-2.04, -3.01, 0.90], [0.75, -3.82, -0.53], [-1.48, -0.76, 3.41], [0.01, 1.09, 0.55]], "mulliken_charge": [-0.7248, 0.2378, -0.4745, 0.9375, 0.2370, -1.1443, 0.8708, -0.9984, -0.7874, 0.3807, 0.7382, -0.6008, -0.0528, -1.1692, -1.5868, 0.6305, -0.6024, 0.5568, -1.1174, 0.7566, -1.3993, 0.3561, 0.8056, 0.2029, -1.5058, -0.5482, 0.2650, 0.3386, 0.3910, -1.7610, 0.4628, 0.3633, 0.4985, -1.5553, 0.4170, 0.2958, 0.2699, 0.5456, 1.2147, -0.1290, -0.3383, 0.4495, 0.1696, 0.1492, 0.5588, 0.6927, 0.3660, 0.8303, -0.0997, 0.8399, 0.0959, 0.1045, 0.2223, 0.3436], "e_above_lowest_ev": 23.4397, "spin_multiplicity": 1, "total_charge": 0, "homo_ev": -7.0}